[1]
190
Properties=species:S:1:pos:R:3:mulliken_charge:R:1 method="wB97M-V/def2-TZVPD" homo_lumo_gap_ev=9.571 mol_weight_g_mol=1137.568 fmax_ev_per_a=6.6 charge=+5 homo_energy_ha=-0.6863
C -3.706 3.796 1.536 -0.28
C -4.636 2.685 1.335 0.26
O -4.492 1.857 0.478 -0.43
N -5.863 2.445 2.289 -0.12
H -6.099 3.341 2.690 0.44
H -6.662 2.257 1.701 0.40
C -5.682 1.446 3.400 -0.73
H -3.771 4.166 2.559 0.38
H -3.855 4.630 0.850 0.37
H -2.652 3.537 1.427 -0.23
H -6.627 1.509 3.941 0.39
H -4.848 1.829 3.988 0.30
H -5.586 0.433 3.009 0.26
C 0.979 -5.758 -0.509 -1.66
C 0.783 -4.289 -0.207 0.73
C 1.482 -3.919 1.107 -0.82
N 2.962 -3.436 0.967 0.24
C 3.091 -2.045 0.293 -1.43
C 3.885 -4.442 0.252 -0.68
C 5.381 -4.057 0.775 -0.67
C 5.089 -3.231 2.129 -0.76
C 3.587 -3.322 2.432 -0.51
H 0.718 -6.489 0.256 0.36
H 1.976 -5.995 -0.880 0.31
H 0.346 -6.004 -1.362 0.41
H -0.259 -3.970 -0.232 0.57
H 1.359 -3.751 -0.960 -0.46
H 1.603 -4.681 1.877 0.69
H 0.972 -3.091 1.600 0.13
H 4.059 -1.661 -0.031 0.35
H 2.422 -1.491 0.951 0.53
H 2.649 -2.195 -0.691 0.31
H 3.851 -4.427 -0.838 0.34
H 3.582 -5.453 0.522 0.56
H 5.755 -3.370 0.016 0.26
H 5.951 -4.971 0.945 0.41
H 5.564 -2.250 2.153 0.27
H 5.609 -3.792 2.905 0.44
H 3.177 -2.551 3.084 0.49
H 3.404 -4.293 2.892 0.54
C -4.255 -4.030 1.452 -1.44
C -4.307 -5.501 1.155 -0.03
C -3.702 -6.439 2.222 -0.89
N -3.650 -7.886 1.756 0.28
C -2.720 -8.223 0.500 -0.96
C -3.252 -8.810 2.927 -0.70
C -3.945 -10.159 2.725 -0.67
C -5.142 -9.892 1.835 -0.64
C -5.119 -8.405 1.491 -0.78
H -4.691 -3.429 0.653 0.38
H -3.241 -3.688 1.654 0.23
H -4.562 -3.859 2.483 0.43
H -3.891 -5.696 0.166 0.25
H -5.329 -5.851 1.010 0.37
H -4.313 -6.261 3.107 0.38
H -2.665 -6.119 2.320 0.42
H -2.597 -9.286 0.294 0.40
H -1.845 -7.573 0.528 0.37
H -3.248 -7.852 -0.378 0.36
H -2.177 -8.659 3.031 0.54
H -3.517 -8.271 3.837 0.43
H -3.284 -10.899 2.274 0.37
H -4.374 -10.562 3.643 0.33
H -5.033 -10.617 1.028 0.30
H -6.091 -10.234 2.247 0.40
H -5.502 -8.200 0.491 0.40
H -5.839 -7.918 2.150 0.47
C 1.873 5.680 -2.584 -1.32
C 0.827 4.686 -3.204 0.11
C -0.573 5.012 -2.710 -0.96
N -1.757 4.188 -3.243 0.69
C -1.631 2.735 -3.000 -1.54
C -1.877 4.332 -4.703 -0.79
C -2.344 5.803 -5.079 -0.88
C -3.402 6.040 -3.918 -0.50
C -3.100 4.925 -2.801 -0.59
H 1.669 5.763 -1.517 0.16
H 1.654 6.712 -2.857 0.44
H 2.908 5.387 -2.762 0.38
H 1.070 3.664 -2.913 -0.11
H 1.091 4.644 -4.261 0.40
H -0.832 6.044 -2.944 0.53
H -0.759 5.156 -1.645 0.55
H -2.511 2.180 -3.325 0.48
H -1.461 2.638 -1.927 0.39
H -0.716 2.443 -3.516 0.39
H -2.564 3.601 -5.129 0.53
H -0.851 4.071 -4.962 0.53
H -2.931 5.720 -5.993 0.37
H -1.497 6.484 -5.168 0.35
H -4.414 6.050 -4.321 0.40
H -3.213 7.040 -3.528 0.30
H -3.994 4.313 -2.924 0.30
H -3.116 5.253 -1.762 0.32
C -5.499 -0.934 -2.442 -1.46
C -4.500 -1.156 -3.531 -0.29
C -3.481 -2.126 -3.203 -0.18
N -2.509 -2.316 -4.460 0.40
C -3.250 -2.356 -5.862 -1.09
C -1.646 -3.593 -4.173 -0.45
C -0.294 -3.115 -4.643 -1.06
C -0.126 -1.688 -4.139 0.31
C -1.488 -1.158 -4.580 -0.58
H -5.907 -1.921 -2.225 0.41
H -6.308 -0.256 -2.713 0.40
H -4.928 -0.599 -1.576 0.22
H -4.022 -0.221 -3.823 0.22
H -5.091 -1.490 -4.384 0.43
H -3.906 -3.099 -2.959 0.52
H -2.716 -1.802 -2.497 0.09
H -3.666 -1.368 -6.054 0.42
H -4.071 -3.049 -5.681 0.42
H -2.559 -2.745 -6.610 0.37
H -1.854 -4.492 -4.754 0.31
H -1.524 -3.789 -3.108 0.25
H -0.139 -3.236 -5.715 0.40
H 0.513 -3.781 -4.338 0.44
H 0.639 -1.100 -4.645 0.57
H 0.052 -1.719 -3.064 -0.52
H -1.385 -0.788 -5.600 0.45
H -1.652 -0.320 -3.902 0.08
C 4.560 7.341 5.302 -1.53
C 3.480 6.304 5.290 -0.06
C 3.116 6.077 3.850 -0.96
N 1.910 5.029 3.548 0.64
C 0.640 5.367 4.416 -1.11
C 2.367 3.573 3.794 -0.76
C 2.257 2.767 2.421 -0.37
C 1.178 3.619 1.745 0.96
C 1.510 5.021 2.039 -1.11
H 4.363 8.332 4.893 0.39
H 5.505 7.161 4.791 0.38
H 4.826 7.621 6.322 0.39
H 2.649 6.736 5.847 0.30
H 3.737 5.352 5.756 0.37
H 3.886 5.724 3.164 0.45
H 2.797 7.063 3.513 0.45
H -0.170 4.664 4.224 0.32
H 0.368 6.382 4.127 0.32
H 1.029 5.174 5.416 0.52
H 1.892 3.211 4.706 0.33
H 3.433 3.409 3.949 0.30
H 1.804 1.830 2.745 0.14
H 3.164 2.722 1.817 0.12
H 0.231 3.273 2.160 -0.36
H 1.140 3.375 0.683 -0.02
H 0.845 5.885 2.018 0.41
H 2.444 5.273 1.536 0.29
C 8.924 2.086 -0.098 -1.44
C 7.603 2.612 -0.643 -0.02
C 6.985 1.531 -1.452 -0.83
N 5.507 1.749 -1.780 0.49
C 5.239 2.960 -2.637 -0.59
C 4.615 1.778 -0.497 -1.04
C 3.165 1.525 -0.929 1.14
C 3.344 0.720 -2.246 0.29
C 4.875 0.463 -2.433 -1.06
H 9.568 1.709 -0.892 0.38
H 8.761 1.287 0.625 0.34
H 9.587 2.777 0.423 0.40
H 7.684 3.480 -1.297 0.36
H 6.905 2.856 0.158 0.18
H 6.955 0.587 -0.908 0.32
H 7.522 1.405 -2.393 0.58
H 5.772 3.772 -2.143 0.37
H 4.177 3.200 -2.599 0.07
H 5.481 2.775 -3.684 0.28
H 4.643 2.794 -0.103 0.69
H 5.037 1.219 0.338 0.30
H 2.441 2.328 -1.064 -0.76
H 2.624 0.856 -0.259 -0.30
H 2.898 1.310 -3.047 0.43
H 2.779 -0.212 -2.270 -0.16
H 5.223 0.444 -3.465 0.54
H 5.187 -0.502 -2.033 0.24
C -1.637 -0.405 1.473 -0.13
F -1.872 0.773 1.987 0.10
F -0.783 -0.989 2.186 -0.16
F -2.688 -1.056 1.241 -0.08
S -0.556 0.109 -0.138 0.51
O 0.017 1.410 0.247 -0.49
O 0.446 -0.951 -0.422 -0.51
O -1.526 0.219 -1.196 -0.19
P -1.900 2.048 5.714 1.39
F -2.405 2.848 4.395 -0.46
F -1.306 0.805 4.751 -0.45
F -0.513 2.794 5.490 -0.29
F -1.313 1.203 7.000 -0.39
F -2.551 3.140 6.733 -0.37
F -3.320 1.228 5.933 -0.37


[2]
177
Properties=species:S:1:pos:R:3:mulliken_charge:R:1 method="wB97M-V/def2-TZVPD" homo_lumo_gap_ev=3.801 mol_weight_g_mol=913.433 e_above_lowest_kj_mol=647.9 fmax_ev_per_a=5.8 charge=+3 homo_energy_ha=-0.3619
C 10.674 -2.872 -13.798 -1.07
C 10.081 -2.187 -15.031 0.66
O 10.561 -2.294 -16.180 -0.42
N 8.657 -1.501 -14.922 -0.25
H 7.965 -2.218 -15.084 0.35
H 8.357 -1.279 -13.984 0.38
C 8.528 -0.359 -15.990 -0.76
H 9.941 -3.418 -13.205 0.37
H 10.909 -2.083 -13.083 0.37
H 11.603 -3.329 -14.140 0.32
H 7.583 0.185 -15.988 0.34
H 8.969 -0.786 -16.890 0.36
H 9.277 0.376 -15.695 0.36
C 2.295 -11.579 -13.071 -1.19
C 3.597 -11.734 -13.882 -1.01
C 4.846 -11.028 -13.331 -0.09
C 5.488 -11.858 -12.234 -1.16
P 7.262 -11.674 -12.111 1.16
C 7.397 -9.984 -11.360 -1.62
C 7.156 -9.864 -9.842 -0.39
C 7.533 -8.556 -9.223 -0.77
C 6.594 -7.523 -9.617 -1.24
C 7.963 -12.870 -10.893 -1.00
C 7.283 -13.498 -9.614 -0.58
C 8.094 -14.645 -8.912 -0.70
C 8.339 -15.904 -9.769 -1.21
C 7.958 -11.687 -13.822 -1.12
C 7.967 -12.905 -14.651 -0.66
C 8.789 -12.868 -16.010 -0.60
C 8.662 -11.704 -16.933 -1.17
H 1.450 -11.989 -13.624 0.39
H 2.021 -10.531 -12.953 0.30
H 2.512 -12.173 -12.183 0.29
H 3.327 -11.551 -14.922 0.52
H 3.853 -12.778 -14.059 0.32
H 4.579 -10.027 -12.993 0.33
H 5.524 -11.003 -14.184 0.08
H 5.382 -12.904 -12.520 0.58
H 4.983 -11.741 -11.275 0.62
H 6.828 -9.303 -11.992 0.69
H 8.305 -9.473 -11.678 0.79
H 7.849 -10.516 -9.310 0.23
H 6.218 -10.274 -9.469 0.45
H 8.478 -8.092 -9.506 0.31
H 7.502 -8.698 -8.143 0.38
H 6.879 -7.190 -10.615 0.27
H 6.503 -6.688 -8.922 0.41
H 5.566 -7.871 -9.519 0.32
H 8.915 -12.389 -10.670 0.59
H 8.250 -13.624 -11.626 0.35
H 6.245 -13.756 -9.826 0.45
H 7.155 -12.676 -8.910 0.28
H 7.675 -14.806 -7.919 0.44
H 9.026 -14.156 -8.627 0.36
H 8.839 -15.634 -10.699 0.31
H 7.529 -16.347 -10.350 0.38
H 8.936 -16.590 -9.169 0.34
H 9.017 -11.432 -13.774 0.60
H 7.524 -10.909 -14.450 0.60
H 6.933 -13.160 -14.885 0.24
H 8.233 -13.790 -14.073 0.32
H 8.505 -13.763 -16.564 0.43
H 9.817 -13.156 -15.790 0.39
H 8.740 -10.738 -16.434 0.31
H 7.755 -11.640 -17.534 0.32
H 9.550 -11.666 -17.565 0.36
C 15.786 -13.019 -4.938 -1.26
C 16.384 -12.389 -6.200 -1.02
C 17.682 -12.898 -6.792 -0.24
C 18.851 -12.925 -5.910 -0.82
P 20.401 -12.428 -6.904 0.67
C 21.087 -13.876 -7.901 -0.89
C 20.085 -14.588 -8.798 -0.83
C 19.917 -14.055 -10.273 0.06
C 19.024 -14.906 -11.194 -1.43
C 21.673 -11.642 -5.834 -0.96
C 22.029 -12.360 -4.531 -0.66
C 23.324 -11.778 -3.865 -0.70
C 23.969 -12.753 -2.857 -1.22
C 20.024 -11.147 -8.164 -0.98
C 21.258 -10.632 -8.996 -0.92
C 21.064 -9.523 -10.015 -0.82
C 20.796 -8.096 -9.561 -1.22
H 16.460 -12.880 -4.092 0.31
H 15.442 -14.043 -5.083 0.32
H 14.883 -12.520 -4.588 0.39
H 16.527 -11.329 -5.994 0.35
H 15.621 -12.391 -6.979 0.46
H 17.716 -12.275 -7.686 0.14
H 17.617 -13.910 -7.190 0.36
H 19.044 -13.897 -5.458 0.48
H 18.899 -12.195 -5.102 0.67
H 21.444 -14.611 -7.180 0.58
H 21.909 -13.497 -8.510 0.53
H 19.191 -14.807 -8.215 0.17
H 20.452 -15.611 -8.879 0.49
H 20.878 -13.870 -10.754 0.34
H 19.496 -13.052 -10.205 0.08
H 19.379 -15.824 -11.663 0.36
H 18.681 -14.344 -12.062 0.38
H 18.191 -15.331 -10.633 0.33
H 21.236 -10.672 -5.595 0.50
H 22.553 -11.480 -6.457 0.59
H 22.324 -13.378 -4.785 0.34
H 21.202 -12.386 -3.822 0.41
H 23.090 -10.779 -3.498 0.41
H 23.965 -11.361 -4.642 0.45
H 25.027 -12.529 -2.723 0.38
H 24.013 -13.777 -3.226 0.35
H 23.389 -12.738 -1.934 0.31
H 19.649 -10.305 -7.582 0.64
H 19.205 -11.333 -8.859 0.59
H 21.776 -11.480 -9.446 0.32
H 22.160 -10.432 -8.418 0.47
H 20.305 -9.921 -10.688 0.39
H 22.027 -9.536 -10.528 0.38
H 20.732 -7.382 -10.382 0.39
H 21.533 -7.754 -8.834 0.30
H 19.790 -8.153 -9.145 0.31
C 26.407 -7.769 -21.557 -1.05
C 25.336 -6.682 -21.193 -0.87
C 23.916 -6.971 -21.655 -0.61
C 23.338 -8.362 -21.128 -0.80
P 21.596 -8.734 -21.719 0.77
C 20.470 -7.817 -20.647 -1.14
C 20.652 -7.949 -19.064 -0.33
C 19.945 -6.797 -18.425 -0.72
C 18.524 -6.529 -18.730 -1.23
C 21.199 -10.564 -21.452 -1.48
C 19.809 -11.296 -21.454 -0.80
C 19.106 -11.417 -20.024 0.03
C 17.855 -12.274 -20.262 -1.45
C 21.264 -8.211 -23.559 -0.83
C 19.841 -8.601 -24.053 -0.76
C 19.496 -7.895 -25.448 -0.40
C 18.164 -8.322 -25.947 -1.33
H 26.048 -8.782 -21.375 0.28
H 27.295 -7.662 -20.935 0.36
H 26.559 -7.586 -22.621 0.29
H 25.238 -6.431 -20.137 0.40
H 25.783 -5.734 -21.493 0.45
H 23.306 -6.119 -21.355 0.35
H 23.904 -6.897 -22.743 0.37
H 23.926 -9.224 -21.444 0.54
H 23.314 -8.336 -20.039 0.50
H 19.488 -7.868 -21.118 0.62
H 20.858 -6.835 -20.918 0.61
H 21.684 -7.882 -18.721 0.20
H 20.388 -8.964 -18.769 0.27
H 20.541 -5.911 -18.643 0.36
H 20.004 -7.003 -17.356 0.41
H 17.921 -7.374 -19.061 0.29
H 18.551 -5.706 -19.445 0.31
H 17.920 -5.997 -17.996 0.37
H 21.760 -10.983 -20.616 0.61
H 21.868 -10.936 -22.229 0.60
H 19.900 -12.312 -21.839 0.56
H 19.285 -10.881 -22.315 0.20
H 18.977 -10.452 -19.534 0.04
H 19.816 -11.823 -19.303 0.34
H 17.077 -11.823 -20.878 0.35
H 17.340 -12.446 -19.316 0.37
H 17.946 -13.200 -20.829 0.37
H 21.283 -7.124 -23.476 0.55
H 22.075 -8.611 -24.168 0.57
H 19.656 -9.668 -24.181 0.36
H 19.113 -8.349 -23.282 0.36
H 19.539 -6.807 -25.405 0.40
H 20.311 -8.223 -26.094 0.33
H 17.668 -7.724 -26.712 0.36
H 17.439 -8.330 -25.134 0.34
H 18.207 -9.382 -26.197 0.34
O 15.954 -10.374 -13.501 -0.45
C 14.633 -10.108 -13.474 0.64
O 13.902 -10.722 -12.772 -0.68
O 14.268 -9.076 -14.131 -0.81
H 16.014 -9.615 -14.085 0.31